(1)
C2H7N4O | ωB97M-V/def2-TZVPD

**Gap between HOMO and LUMO**: 10.7 eV
**SMILES**: NC(=O)NNC=[NH2+]
**LUMO level**: -3.02 eV
**Charge**: +1
**Electronic energy**: -374.389513 Eh
**E_HOMO**: -13.753 eV

Cartesian coordinates (Å):
C (-1.5635, -1.0223, -0.0353)
C (2.1263, -0.3590, 0.0442)
N (2.8116, 0.7821, -0.1155)
N (-0.2768, -0.9738, -0.0148)
N (0.4164, 0.2212, -0.0824)
N (-2.2183, 0.1361, -0.1347)
O (2.1529, -1.5103, 0.0367)
H (-1.9051, -2.0688, -0.0384)
H (2.2974, 1.6682, 0.0245)
H (3.7983, 0.8007, 0.0457)
H (0.2262, -1.8764, -0.1357)
H (0.1566, 0.8371, 0.6300)
H (-3.1612, 0.0772, 0.2364)
H (-1.7045, 1.0122, -0.2178)

Charges per atom according to natural (NBO) partitioning, unit e: C 0.334; C 0.883; N -0.795; N -0.336; N -0.611; N -0.755; O -0.506; H 0.248; H 0.434; H 0.434; H 0.446; H 0.358; H 0.432; H 0.435


(2)
C11H10Cl4N2O2 | ωB97M-V/def2-TZVPD

**Gap between HOMO and LUMO**: 6.5 eV
**SMILES**: O=C1C(=O)C(Cl)=C(Cl)C(Cl)=C1Cl.C=NN1CCCC1
**LUMO level**: -2.15 eV
**Electronic energy**: -2525.804558 Eh
**E_HOMO**: -8.672 eV

Cartesian coordinates (Å):
Cl (2.1412, -2.6291, -0.9603)
C (0.9312, -2.1757, 0.1561)
C (1.2728, -1.6166, 1.3788)
Cl (2.9090, -1.5754, 1.8652)
C (0.2615, -1.2983, 2.3973)
O (0.3891, -1.4999, 3.6117)
C (-1.1222, -1.0426, 1.7807)
O (-1.9496, -0.2965, 2.3039)
C (-1.4442, -1.8313, 0.5925)
Cl (-3.0830, -1.9196, 0.1530)
C (-0.4498, -2.3899, -0.1931)
Cl (-0.8508, -3.2826, -1.5935)
C (-0.9764, 2.5832, 2.2951)
C (-1.3865, 2.1235, 3.7009)
C (-0.2251, 1.3359, 4.2722)
N (0.6190, 0.9911, 3.0739)
N (1.9117, 0.8014, 3.3181)
C (2.4213, 0.4657, 4.4405)
C (0.3974, 2.0053, 2.0023)
H (-1.6857, 2.2180, 1.5516)
H (-0.9431, 3.6735, 2.2424)
H (-1.6246, 2.9813, 4.3397)
H (-2.2514, 1.4654, 3.6430)
H (0.3456, 1.9568, 4.9781)
H (-0.5137, 0.4084, 4.7729)
H (3.4891, 0.2144, 4.4375)
H (1.8814, 0.4265, 5.4023)
H (0.4871, 1.5193, 1.0231)
H (1.1777, 2.7806, 2.0610)

Charges per atom according to natural (NBO) partitioning, unit e: Cl 0.097; C -0.075; C -0.134; Cl 0.104; C 0.465; O -0.487; C 0.441; O -0.476; C -0.170; Cl 0.092; C -0.044; Cl 0.105; C -0.422; C -0.418; C -0.257; N -0.253; N -0.252; C -0.153; C -0.210; H 0.219; H 0.214; H 0.208; H 0.237; H 0.187; H 0.233; H 0.187; H 0.164; H 0.197; H 0.196